Version w
ORCA calculation (ωB97M-V with the def2-TZVPD basis set) on a 15-piece molecular cluster, H30O15 overall.

Computed properties:
HOMO energy   -10.37 eV
HOMO-LUMO gap   10.0 eV

Each line ends with the natural charge from an NBO analysis.
Element x y z (Å)
O: -1.079 3.723 2.906  -0.953
H: -0.269 4.060 3.283  0.477
H: -1.444 4.257 2.201  0.477
O: 2.938 -1.383 0.014  -1.035
H: 2.939 -2.367 -0.024  0.516
H: 2.441 -0.969 0.719  0.482
O: -3.336 -0.497 2.241  -0.935
H: -3.871 -1.110 1.716  0.457
H: -2.498 -0.849 1.949  0.471
O: -2.456 1.278 0.605  -0.969
H: -3.334 1.605 0.440  0.479
H: -1.714 1.716 0.182  0.471
O: 0.969 -0.491 -2.652  -0.954
H: 1.622 -0.399 -1.946  0.467
H: 1.576 -0.600 -3.390  0.482
O: 2.342 -3.963 -0.219  -0.957
H: 2.305 -4.022 -1.191  0.473
H: 1.363 -3.900 -0.172  0.508
O: -2.932 1.702 -2.214  -0.954
H: -1.969 1.775 -2.223  0.490
H: -3.340 2.561 -2.297  0.464
O: 0.637 0.393 2.672  -0.968
H: 0.151 1.044 3.175  0.491
H: 0.450 -0.502 2.948  0.477
O: 1.728 3.969 -1.616  -0.978
H: 1.122 3.627 -2.276  0.498
H: 1.427 4.697 -1.079  0.482
O: -1.791 -3.066 2.352  -0.984
H: -1.308 -3.237 3.160  0.484
H: -2.722 -2.864 2.447  0.501
O: 4.150 1.554 -0.791  -0.964
H: 3.855 2.337 -1.262  0.492
H: 3.444 1.023 -0.415  0.481
O: -3.445 -2.584 0.381  -0.993
H: -4.152 -3.221 0.293  0.497
H: -3.465 -1.784 -0.148  0.510
O: -0.244 2.001 -0.891  -0.926
H: -0.659 2.800 -0.528  0.451
H: 0.586 2.150 -0.417  0.492
O: -0.478 -3.173 -0.300  -0.983
H: -1.186 -3.202 0.358  0.512
H: -0.138 -2.273 -0.290  0.480
O: 3.845 -0.551 -2.979  -0.956
H: 3.745 0.034 -2.229  0.479
H: 4.200 -1.303 -2.490  0.470



Version x
ORCA calculation (ωB97M-V with the def2-TZVPD basis set) on a 15-piece molecular cluster, H30O15 overall.

Computed properties:
HOMO energy   -10.64 eV
HOMO-LUMO gap   10.4 eV

Each line ends with the natural charge from an NBO analysis.
Element x y z (Å)
H: 0.547 0.602 -0.328  0.468
H: -0.616 0.159 0.545  0.467
H: 0.058 -0.435 3.307  0.483
H: -1.173 -0.533 2.421  0.485
H: -0.468 0.887 -2.246  0.468
H: -0.806 0.564 -3.692  0.471
H: -3.754 -1.001 -1.945  0.457
H: -5.133 -1.438 -1.479  0.463
H: 2.581 3.027 -2.449  0.474
H: 2.734 4.476 -2.018  0.468
H: -0.425 3.964 0.506  0.476
H: -1.866 4.345 0.804  0.462
H: 4.163 -0.565 0.479  0.472
H: 4.471 -1.718 -0.462  0.447
H: 3.173 2.526 0.506  0.476
H: 4.498 1.919 0.936  0.452
H: -3.648 1.142 2.357  0.470
H: -3.584 2.034 3.586  0.468
H: -2.883 -2.685 0.716  0.487
H: -3.698 -1.729 -0.139  0.460
H: 2.309 -3.448 -0.720  0.459
H: 1.757 -2.949 -2.046  0.473
H: 2.618 -1.161 2.533  0.462
H: 2.765 -2.630 2.894  0.466
H: -3.679 1.242 -1.481  0.468
H: -5.155 1.438 -1.177  0.478
H: -0.258 -1.915 0.026  0.469
H: -0.698 -2.681 1.263  0.482
H: 3.531 -0.963 -1.796  0.460
H: 2.546 -1.561 -0.805  0.474
O: -0.051 0.917 0.360  -0.936
O: -0.214 -0.631 2.404  -0.966
O: -0.060 0.667 -3.091  -0.940
O: -4.578 -1.385 -2.265  -0.911
O: 2.837 3.573 -1.697  -0.941
O: -1.231 3.629 0.915  -0.937
O: 4.052 -1.517 0.382  -0.916
O: 4.110 2.734 0.598  -0.928
O: -3.987 1.222 3.255  -0.938
O: -3.412 -1.881 0.769  -0.958
O: 2.067 -3.748 -1.604  -0.928
O: 3.236 -1.898 2.479  -0.925
O: -4.537 0.812 -1.570  -0.947
O: -0.836 -2.632 0.310  -0.948
O: 2.701 -0.776 -1.343  -0.946



version w takes first place; second place is 183.6 kJ/mol up.



Version w
ORCA calculation (ωB97M-V with the def2-TZVPD basis set) on C34H45BHfN15S2 as an isolated structure.

Computed properties:
HOMO energy   -15.36 eV
HOMO-LUMO gap   7.7 eV
Total charge   +3

Each line ends with the Löwdin charge.
Element x y z (Å)
Hf: -0.497 -0.631 -0.954  1.605
C: -0.563 -1.909 2.084  -0.099
N: -0.637 -0.575 1.466  -0.153
C: -1.826 0.157 1.948  -0.129
C: -2.131 1.232 0.975  -0.380
N: -1.676 1.186 -0.268  0.019
C: -2.213 2.323 -0.908  -0.189
C: -2.106 2.797 -2.213  -0.006
C: -2.777 3.963 -2.526  -0.039
C: -3.543 4.654 -1.577  -0.042
C: -3.664 4.193 -0.283  0.014
C: -2.985 3.022 0.020  -0.162
N: -2.912 2.284 1.199  0.213
C: -1.189 -2.877 1.136  -0.312
N: -1.277 -2.610 -0.163  0.028
C: -1.851 -3.752 -0.754  -0.201
C: -2.186 -4.037 -2.077  -0.015
C: -2.749 -5.270 -2.330  -0.034
C: -2.982 -6.206 -1.309  -0.035
C: -2.656 -5.934 0.003  0.015
C: -2.088 -4.691 0.249  -0.160
N: -1.652 -4.092 1.432  0.214
H: -1.054 -1.932 3.060  0.148
H: 0.483 -2.174 2.240  0.109
H: 0.181 -0.018 1.743  0.014
H: -1.652 0.571 2.944  0.131
H: -2.670 -0.537 2.000  0.148
H: -1.529 2.285 -2.965  0.087
H: -2.710 4.355 -3.531  0.119
H: -4.051 5.562 -1.868  0.122
H: -4.260 4.716 0.452  0.127
H: -3.324 2.542 2.083  0.190
H: -2.017 -3.325 -2.872  0.098
H: -3.021 -5.527 -3.345  0.122
H: -3.428 -7.159 -1.559  0.124
H: -2.840 -6.648 0.794  0.128
H: -1.707 -4.501 2.353  0.190
C: 1.512 2.489 -3.375  -0.001
C: 1.228 1.886 -2.164  -0.122
N: 0.391 0.851 -2.350  -0.129
N: 0.121 0.793 -3.679  -0.035
C: 0.794 1.757 -4.311  -0.019
B: -0.745 -0.339 -4.281  -0.485
N: -2.131 -0.358 -3.573  -0.012
C: -3.337 -0.143 -4.097  -0.018
C: -4.301 -0.394 -3.131  0.001
C: -3.580 -0.766 -2.014  -0.115
N: -2.262 -0.751 -2.279  -0.107
N: -0.056 -1.670 -3.934  -0.017
C: 0.415 -2.630 -4.735  -0.015
C: 1.053 -3.584 -3.959  -0.003
C: 0.931 -3.116 -2.662  -0.148
N: 0.259 -1.955 -2.643  -0.121
H: 2.153 3.332 -3.558  0.118
H: 1.572 2.139 -1.172  0.094
H: 0.721 1.872 -5.379  0.146
H: -0.879 -0.191 -5.453  0.135
H: -3.449 0.162 -5.124  0.146
H: -5.369 -0.327 -3.238  0.120
H: -3.941 -1.062 -1.041  0.123
H: 0.279 -2.571 -5.802  0.145
H: 1.545 -4.480 -4.294  0.118
H: 1.300 -3.554 -1.751  0.090
C: 3.921 0.856 1.124  -0.064
N: 3.502 -0.371 1.806  -0.184
C: 3.669 -0.336 3.259  -0.023
C: 2.875 -1.353 1.165  -0.653
S: 2.091 -1.000 -0.356  0.718
N: 2.961 -2.610 1.620  -0.179
C: 2.170 -3.709 1.073  -0.066
C: 4.116 -3.076 2.400  -0.007
H: 4.794 1.238 1.652  0.106
H: 3.130 1.604 1.144  0.028
H: 4.203 0.639 0.098  0.077
H: 3.253 0.612 3.603  0.090
H: 4.718 -0.381 3.551  0.109
H: 3.123 -1.147 3.731  0.090
H: 1.281 -3.336 0.576  0.020
H: 1.889 -4.380 1.886  0.111
H: 2.763 -4.273 0.350  0.113
H: 4.924 -2.353 2.355  0.100
H: 4.470 -4.003 1.951  0.108
H: 3.854 -3.272 3.439  0.105
S: 0.632 2.384 1.967  0.667
C: 1.229 3.659 2.947  -0.803
N: 1.408 3.504 4.258  0.020
C: 1.874 4.562 5.159  -0.146
C: 2.749 5.530 4.381  -0.151
C: 2.003 6.000 3.146  -0.142
N: 1.527 4.833 2.398  0.024
H: 1.113 2.626 4.649  0.122
H: 2.432 4.096 5.969  0.130
H: 1.018 5.083 5.595  0.131
H: 3.679 5.039 4.092  0.126
H: 3.002 6.384 5.007  0.131
H: 2.654 6.578 2.494  0.132
H: 1.155 6.629 3.424  0.132
H: 1.358 4.918 1.410  0.127



Version x
ORCA calculation (ωB97M-V with the def2-TZVPD basis set) on C34H45BHfN15S2 as an isolated structure.

Computed properties:
HOMO energy   -14.16 eV
HOMO-LUMO gap   6.2 eV
Total charge   +3

Each line ends with the Löwdin charge.
Element x y z (Å)
Hf: 0.368 -0.681 0.288  1.761
C: 2.393 -2.862 1.747  -0.090
N: 1.479 -2.894 0.578  -0.092
C: 2.200 -3.274 -0.669  -0.081
C: 2.204 -2.155 -1.659  -0.335
N: 1.895 -0.899 -1.365  0.032
C: 2.138 -0.168 -2.551  -0.225
C: 2.089 1.199 -2.793  -0.045
C: 2.434 1.624 -4.057  -0.049
C: 2.810 0.717 -5.062  -0.038
C: 2.884 -0.640 -4.825  0.017
C: 2.553 -1.049 -3.540  -0.164
N: 2.566 -2.310 -2.934  0.212
C: 2.920 -1.478 1.915  -0.320
N: 2.277 -0.421 1.456  -0.007
C: 3.031 0.695 1.868  -0.242
C: 2.828 2.059 1.682  -0.038
C: 3.762 2.915 2.225  -0.036
C: 4.874 2.438 2.942  -0.034
C: 5.081 1.089 3.139  0.020
C: 4.133 0.239 2.582  -0.172
N: 4.021 -1.152 2.598  0.213
H: 3.203 -3.587 1.644  0.142
H: 1.835 -3.145 2.643  0.118
H: 0.765 -3.593 0.757  0.127
H: 1.745 -4.165 -1.105  0.141
H: 3.234 -3.539 -0.436  0.143
H: 1.807 1.906 -2.026  0.091
H: 2.419 2.681 -4.284  0.121
H: 3.067 1.095 -6.042  0.122
H: 3.202 -1.336 -5.588  0.127
H: 2.870 -3.171 -3.363  0.191
H: 1.960 2.446 1.165  0.078
H: 3.637 3.982 2.106  0.122
H: 5.579 3.147 3.352  0.125
H: 5.935 0.721 3.691  0.129
H: 4.669 -1.799 3.021  0.190
C: -2.190 -2.968 -2.583  -0.011
C: -0.941 -2.798 -2.027  -0.120
N: -0.968 -1.864 -1.058  -0.090
N: -2.259 -1.412 -1.011  -0.036
C: -2.994 -2.059 -1.910  -0.038
B: -2.728 -0.451 0.104  -0.514
N: -2.040 0.942 -0.065  -0.023
C: -2.644 2.099 -0.306  -0.024
C: -1.690 3.087 -0.526  0.001
C: -0.486 2.434 -0.428  -0.136
N: -0.679 1.128 -0.143  -0.169
N: -2.326 -1.163 1.438  -0.022
C: -3.148 -1.593 2.401  -0.023
C: -2.434 -2.381 3.288  -0.011
C: -1.144 -2.387 2.782  -0.126
N: -1.077 -1.663 1.661  -0.133
H: -2.478 -3.645 -3.367  0.121
H: -0.025 -3.295 -2.294  0.103
H: -4.040 -1.827 -2.024  0.149
H: -3.907 -0.300 0.075  0.138
H: -3.721 2.155 -0.302  0.148
H: -1.859 4.128 -0.740  0.124
H: 0.509 2.833 -0.529  0.106
H: -4.193 -1.330 2.380  0.147
H: -2.808 -2.894 4.156  0.121
H: -0.269 -2.871 3.185  0.105
C: -0.645 -1.250 6.069  -0.041
N: -0.024 -0.334 5.117  -0.194
C: 1.386 -0.578 4.881  -0.056
C: -0.724 0.563 4.387  -0.691
S: -0.196 1.065 2.831  0.746
N: -1.820 1.107 4.921  -0.183
C: -2.788 1.845 4.111  -0.064
C: -1.971 1.333 6.365  -0.014
H: -0.272 -2.256 5.865  0.096
H: -1.723 -1.250 5.939  0.084
H: -0.404 -1.008 7.104  0.105
H: 1.886 -0.704 5.842  0.111
H: 1.831 0.258 4.350  0.063
H: 1.532 -1.499 4.302  0.069
H: -2.905 1.371 3.141  0.051
H: -2.463 2.876 3.965  0.101
H: -3.738 1.841 4.643  0.103
H: -1.016 1.222 6.869  0.098
H: -2.709 0.663 6.805  0.103
H: -2.308 2.359 6.503  0.106
S: -1.218 0.529 -3.537  0.626
C: -1.859 1.138 -5.001  -0.829
N: -2.368 2.371 -5.076  0.014
C: -2.963 2.962 -6.276  -0.152
C: -2.346 2.325 -7.507  -0.155
C: -2.436 0.815 -7.390  -0.153
N: -1.853 0.400 -6.114  0.013
H: -2.370 2.883 -4.212  0.115
H: -2.771 4.033 -6.251  0.128
H: -4.046 2.814 -6.265  0.128
H: -1.301 2.627 -7.596  0.125
H: -2.868 2.661 -8.401  0.128
H: -1.881 0.324 -8.188  0.128
H: -3.475 0.482 -7.450  0.129
H: -1.498 -0.533 -6.003  0.118



version w takes first place; second place is 189.6 kJ/mol up.



Version w
ORCA calculation (ωB97M-V with the def2-TZVPD basis set) on one molecule with the formula C7H8.

Computed properties:
HOMO energy   -8.63 eV
HOMO-LUMO gap   9.7 eV

Each line ends with the natural charge from an NBO analysis.
Element x y z (Å)
C: 1.062 1.127 1.657  -0.636
C: 0.380 0.319 0.563  -0.008
C: 1.135 -0.492 -0.360  -0.233
C: 0.458 -1.222 -1.297  -0.220
C: -0.941 -1.014 -1.533  -0.211
C: -1.761 -0.175 -0.697  -0.243
C: -1.075 0.485 0.349  -0.207
H: 1.496 1.987 1.008  0.223
H: 0.301 1.475 2.385  0.223
H: 1.901 0.710 2.158  0.222
H: 2.248 -0.468 -0.323  0.220
H: 0.865 -1.995 -2.033  0.222
H: -1.484 -1.594 -2.349  0.211
H: -2.819 -0.407 -0.616  0.225
H: -1.765 1.264 1.086  0.212



Version x
ORCA calculation (ωB97M-V with the def2-TZVPD basis set) on one molecule with the formula C7H8.

Computed properties:
HOMO energy   -9.89 eV
HOMO-LUMO gap   10.9 eV

Each line ends with the natural charge from an NBO analysis.
Element x y z (Å)
C: -1.597 -1.046 -2.437  -0.241
C: -0.700 -1.062 -1.634  -0.008
C: 0.374 -0.897 -0.651  -0.465
C: 0.168 0.428 0.130  -0.286
C: 1.487 1.043 0.610  -0.587
C: -0.742 0.247 1.269  0.009
C: -1.433 0.133 2.249  -0.255
H: -2.398 -1.017 -3.142  0.237
H: 1.340 -0.866 -1.172  0.235
H: 0.413 -1.747 0.040  0.242
H: -0.302 1.132 -0.567  0.238
H: 2.023 0.362 1.277  0.211
H: 2.129 1.281 -0.245  0.209
H: 1.285 1.969 1.157  0.222
H: -2.048 0.043 3.117  0.239



version w takes first place; second place is 215.9 kJ/mol up.



Version w
ORCA calculation (ωB97M-V with the def2-TZVPD basis set) on C7H8 as an isolated structure.

Computed properties:
HOMO energy   -8.72 eV
HOMO-LUMO gap   9.5 eV

Each line ends with the Löwdin charge.
Element x y z (Å)
C: -1.315 0.554 1.322  -0.167
C: -0.506 0.640 2.274  0.075
C: -1.762 0.499 0.013  0.010
C: -0.530 0.380 -0.520  -0.262
C: 0.353 0.421 0.737  -0.349
C: -0.041 0.037 -1.868  -0.035
C: 1.116 -0.866 1.011  -0.097
H: -2.702 0.517 -0.380  0.090
H: 1.149 1.239 0.836  0.166
H: -0.220 -1.036 -2.043  0.096
H: 1.065 0.341 -1.787  0.113
H: -0.529 0.502 -2.683  0.062
H: 0.369 -1.650 0.878  0.087
H: 1.552 -0.637 2.027  0.087
H: 1.999 -0.940 0.184  0.125



Version x
ORCA calculation (ωB97M-V with the def2-TZVPD basis set) on one molecule with the formula C7H8.

Computed properties:
HOMO energy (spin up / spin down)   -7.86 / -8.92 eV
HOMO-LUMO gap (spin up / spin down)   7.1 / 7.7 eV

Each line ends with the natural charge from an NBO analysis.
Element x y z (Å)
C: -0.983 0.095 0.412  -0.135
C: -2.238 1.037 1.450  0.193
C: -0.864 -0.584 -0.821  -0.083
C: -1.726 -0.722 -1.855  -0.364
C: 0.694 -0.685 -0.512  -0.398
C: 0.366 -0.121 0.883  -0.305
C: 1.343 1.039 1.251  -0.589
H: -1.479 -1.376 -2.750  0.213
H: -2.581 -0.153 -1.688  0.203
H: 1.199 -1.672 -0.763  0.216
H: 1.031 0.014 -1.188  0.207
H: 0.543 -0.817 1.617  0.221
H: 2.360 0.805 1.584  0.214
H: 0.972 1.590 2.046  0.206
H: 1.363 1.550 0.334  0.202



version w takes first place; second place is 389.5 kJ/mol up.